Molecular formula: C25H40GeO7PSeTi
Method: DFT, wB97M-V/def2-TZVPD

Summary:
Total charge = +3
ΔE to the lowest compared entry with this formula, charge and spin = 12.2 kcal per mole
F_max = 0.0099 Eh/bohr
2S+1 = 1

Geometry as XYZ:
```
76
Properties=species:S:1:pos:R:3:forces:R:3
Ti -0.057 -0.423 -0.018 -0.10 0.00 -0.50
O 1.812 0.466 -0.104 -0.01 -0.04 0.06
C 2.593 0.567 1.170 0.03 0.00 -0.01
C 1.520 0.356 2.242 0.10 0.00 0.09
O 1.614 0.480 3.398 -0.05 -0.01 -0.01
O 0.286 -0.060 1.642 0.06 0.07 0.13
C 3.591 -0.569 1.154 -0.03 -0.03 -0.01
C 3.283 -1.812 1.704 0.00 0.01 0.01
C 4.176 -2.866 1.577 0.00 0.01 0.00
C 5.369 -2.686 0.887 0.00 0.01 0.00
C 5.676 -1.450 0.335 0.00 0.00 0.00
C 4.793 -0.388 0.472 0.01 0.01 -0.01
C 3.186 1.953 1.304 0.01 0.01 0.02
C 2.882 2.981 0.417 -0.02 -0.03 -0.01
C 3.453 4.234 0.590 0.02 0.03 0.02
C 4.308 4.468 1.656 -0.01 0.00 -0.02
C 4.603 3.443 2.546 -0.01 -0.03 0.01
C 4.051 2.184 2.370 0.01 0.03 0.00
H 2.454 0.465 -0.831 -0.02 -0.02 -0.02
H 2.377 -1.959 2.284 0.00 0.00 0.00
H 3.957 -3.819 2.039 0.00 0.00 0.00
H 6.071 -3.505 0.802 0.00 0.00 0.00
H 6.615 -1.303 -0.180 0.00 0.00 0.00
H 5.059 0.587 0.081 -0.01 0.00 0.00
H 2.221 2.814 -0.425 0.00 0.01 0.00
H 3.236 5.029 -0.112 0.00 0.00 0.00
H 4.751 5.445 1.791 0.00 0.00 0.00
H 5.273 3.621 3.376 0.00 0.00 0.00
H 4.296 1.388 3.062 0.00 -0.01 0.00
C -1.138 2.614 -2.896 -0.01 -0.01 0.01
C -0.831 2.231 -1.502 0.04 0.05 -0.04
C -0.797 3.263 -0.442 -0.04 -0.01 0.02
O -0.592 1.029 -1.240 0.02 0.03 0.06
H -0.341 3.271 -3.261 0.01 0.00 0.01
H -2.046 3.222 -2.920 0.00 0.00 -0.01
H -1.232 1.751 -3.548 0.00 0.00 0.00
H -1.791 3.713 -0.356 0.00 0.00 0.01
H -0.139 4.081 -0.749 0.00 0.00 -0.01
H -0.475 2.869 0.519 0.01 -0.01 0.00
C 1.201 -5.359 -1.778 0.00 0.00 -0.01
O 1.129 -3.984 -1.240 -0.03 0.03 0.00
P -0.141 -3.086 -1.374 0.25 0.02 0.07
O -0.187 -2.413 0.235 -0.20 -0.09 -0.06
C -0.748 -3.233 1.321 0.02 0.01 0.03
O 0.570 -1.566 -1.731 -0.06 -0.15 0.25
C 1.855 -1.535 -2.446 -0.09 0.12 -0.14
H 1.491 -5.999 -0.953 0.00 0.00 0.01
H 1.962 -5.356 -2.551 0.00 -0.01 0.00
H 0.236 -5.657 -2.183 0.00 0.00 0.00
H -0.733 -2.623 2.219 0.00 0.00 0.00
H -0.104 -4.100 1.443 0.00 0.00 0.00
H -1.765 -3.522 1.065 0.00 0.00 0.00
H 2.662 -1.740 -1.745 0.00 -0.02 0.00
H 1.930 -0.551 -2.901 0.01 0.01 0.02
H 1.840 -2.279 -3.237 0.00 -0.01 0.00
C -6.269 0.282 1.138 0.01 0.00 -0.03
Ge -5.694 0.118 -0.714 0.00 -0.02 0.02
C -5.801 -1.713 -1.364 -0.01 0.03 0.00
C -6.475 1.442 -1.898 0.01 -0.01 0.01
C -3.691 0.543 -0.794 -0.03 0.01 -0.07
Se -2.667 -0.474 0.492 0.07 0.01 0.08
C -2.771 0.721 2.027 -0.02 0.00 0.02
H -7.341 0.084 1.183 0.00 0.00 -0.01
H -6.112 1.287 1.531 0.01 0.00 0.00
H -5.786 -0.450 1.789 0.00 0.00 0.00
H -6.832 -2.063 -1.301 0.00 0.01 0.00
H -5.190 -2.389 -0.765 0.00 0.00 0.01
H -5.494 -1.780 -2.408 0.01 0.01 0.00
H -7.550 1.277 -1.960 0.00 0.00 0.00
H -6.067 1.365 -2.905 0.00 0.00 0.00
H -6.315 2.453 -1.522 0.00 0.00 0.01
H -3.480 1.600 -0.623 0.00 0.00 0.01
H -3.329 0.249 -1.780 0.00 0.01 0.00
H -3.821 0.782 2.300 0.00 -0.01 -0.02
H -2.386 1.701 1.760 0.00 -0.01 -0.01
H -2.193 0.282 2.834 0.00 -0.01 0.00
```
Positions in Å, forces in eV/Å.

Results of the Mulliken charge analysis, in e, for atoms 1 through 2: 0.5621, -0.0237